The following is a quantum chemistry calculation of 2 unconnected molecules or ions with the total composition C18H34FNO3, from the Open Molecules 2025 dataset.

Atoms and positions in Å:
C1 4.53 -1.14 0.98
C2 3.96 -0.30 -0.18
C3 2.75 0.53 0.21
C4 2.16 1.32 -0.95
C5 0.88 2.07 -0.62
C6 -0.32 1.16 -0.38
C7 -1.63 1.93 -0.35
C8 -2.92 1.12 -0.40
F1 -3.93 2.10 -0.71
C9 -3.30 0.56 0.96
C10 -4.35 -0.55 0.91
C11 -5.65 -0.13 0.22
C12 -4.68 -1.01 2.33
N1 -3.73 -1.69 0.17
O1 -3.31 -2.67 0.86
C13 -2.97 -1.42 -1.11
C14 -1.54 -1.90 -0.92
C15 -3.65 -2.23 -2.22
C16 -3.04 0.07 -1.50
H1 3.99 -0.93 1.91
H2 4.46 -2.21 0.79
H3 5.58 -0.88 1.10
H4 3.69 -0.94 -1.03
H5 4.76 0.37 -0.51
H6 3.05 1.22 1.00
H7 1.98 -0.13 0.65
H8 2.92 2.03 -1.30
H9 1.97 0.64 -1.79
H10 1.04 2.69 0.28
H11 0.64 2.77 -1.43
H12 -0.19 0.62 0.56
H13 -0.35 0.40 -1.18
H14 -1.67 2.63 -1.19
H15 -1.67 2.54 0.56
H16 -3.67 1.39 1.57
H17 -2.40 0.16 1.44
H18 -5.90 0.90 0.47
H19 -6.47 -0.77 0.55
H20 -5.60 -0.20 -0.87
H21 -3.79 -1.12 2.94
H22 -5.34 -0.27 2.79
H23 -5.19 -1.97 2.31
H24 -1.52 -2.98 -0.75
H25 -1.05 -1.43 -0.07
H26 -0.96 -1.68 -1.82
H27 -3.41 -3.29 -2.14
H28 -4.73 -2.12 -2.18
H29 -3.31 -1.88 -3.20
H30 -4.00 0.26 -1.98
H31 -2.28 0.24 -2.28
C17 9.17 1.16 1.24
C18 7.82 0.50 0.86
O2 6.84 1.27 0.70
O3 7.85 -0.74 0.74
H32 9.07 2.25 1.32
H33 9.52 0.75 2.19
H34 9.92 0.92 0.48

## Properties
**LUMO level (spin up / spin down)**: 2.166 / 2.130 eV
**Calculated total energy**: -29568.370 eV
**Total charge**: -1
**2S+1**: 2

These are the Mulliken partial charges, in e, on atoms 1 to 2:
1. C -0.8913
2. C -0.3412